{
  "formula": "C23H51ClINO18S5",
  "method": "ωB97M-V/def2-TZVPD",
  "mol_weight_g_mol": 952.3,
  "gap_ev": 8.59,
  "charge": 0,
  "e_tot_ha": -5064.5764,
  "spin_multiplicity": 1,
  "lumo_ev": -0.194,
  "species": ["C", "C", "C", "N", "C", "Cl", "I", "O", "C", "O", "C", "C", "C", "O", "H", "H", "H", "H", "H", "H", "H", "H", "H", "H", "H", "O", "S", "O", "O", "C", "C", "C", "H", "H", "H", "H", "H", "H", "H", "H", "O", "S", "O", "O", "C", "C", "C", "H", "H", "H", "H", "H", "H", "H", "H", "O", "S", "O", "O", "C", "C", "C", "H", "H", "H", "H", "H", "H", "H", "H", "O", "S", "O", "O", "C", "C", "C", "H", "H", "H", "H", "H", "H", "H", "H", "O", "S", "O", "O", "C", "C", "C", "H", "H", "H", "H", "H", "H", "H", "H"],
  "coordinates": [[-1.162, -3.510, -1.247], [-1.295, -3.548, 0.364], [-2.526, -2.727, 0.939], [-0.442, -4.311, 1.011], [0.293, -3.633, 2.093], [1.110, -2.102, 1.517], [1.960, -5.035, 2.543], [-0.577, -3.510, 3.231], [-0.132, -2.657, 4.251], [1.054, -2.507, 4.638], [-1.239, -1.879, 5.078], [-1.578, -0.417, 4.254], [-0.216, 0.394, 3.726], [-1.234, -0.403, 2.791], [-1.933, -4.289, -1.609], [-1.485, -2.501, -1.665], [-0.154, -3.878, -1.614], [-2.700, -2.843, 2.056], [-2.473, -1.609, 0.682], [-3.466, -3.137, 0.405], [-0.874, -1.502, 6.089], [-2.259, -2.390, 5.111], [-2.490, 0.239, 4.653], [0.768, -0.143, 3.893], [-0.351, 1.343, 3.123], [-3.265, -4.268, -4.186], [-4.418, -3.406, -4.160], [-5.115, -3.106, -2.938], [-5.484, -3.923, -5.261], [-5.945, -5.274, -5.178], [-6.928, -5.465, -4.037], [-4.002, -1.877, -4.948], [-5.099, -5.962, -5.092], [-6.447, -5.495, -6.122], [-6.443, -5.318, -3.070], [-7.347, -6.473, -4.052], [-7.741, -4.739, -4.105], [-3.501, -2.086, -5.892], [-3.332, -1.333, -4.281], [-4.914, -1.303, -5.107], [-1.439, 5.485, 0.365], [-2.247, 4.855, -0.648], [-3.661, 5.097, -0.748], [-1.989, 3.258, -0.603], [-2.209, 2.569, 0.629], [-3.689, 2.408, 0.925], [-1.518, 5.160, -2.231], [-1.694, 3.076, 1.450], [-1.758, 1.580, 0.525], [-4.163, 3.375, 1.104], [-3.840, 1.792, 1.814], [-4.203, 1.947, 0.079], [-0.451, 4.949, -2.180], [-1.682, 6.210, -2.475], [-2.007, 4.528, -2.972], [1.236, 9.607, -4.971], [-0.036, 9.307, -4.369], [-0.535, 7.961, -4.280], [-1.169, 10.244, -5.046], [-1.331, 10.196, -6.465], [-2.024, 8.920, -6.910], [-0.086, 10.025, -2.752], [-0.367, 10.318, -6.965], [-1.950, 11.052, -6.741], [-1.403, 8.045, -6.711], [-2.232, 8.947, -7.982], [-2.962, 8.782, -6.367], [0.258, 11.056, -2.808], [0.578, 9.442, -2.112], [-1.106, 9.972, -2.374], [6.782, -1.799, 7.695], [5.518, -2.099, 8.317], [5.018, -3.443, 8.410], [4.377, -1.157, 7.663], [4.190, -1.198, 6.245], [3.487, -2.469, 5.805], [5.497, -1.386, 9.937], [5.147, -1.077, 5.729], [3.570, -0.339, 5.983], [4.109, -3.348, 5.989], [3.262, -2.437, 4.739], [2.559, -2.607, 6.361], [5.842, -0.355, 9.879], [6.169, -1.972, 10.564], [4.483, -1.438, 10.332], [3.724, -4.593, -0.600], [4.393, -3.549, -1.332], [4.394, -3.510, -2.769], [5.917, -3.433, -0.801], [6.742, -4.599, -0.844], [7.187, -4.921, -2.259], [3.827, -1.982, -0.736], [6.228, -5.449, -0.387], [7.622, -4.387, -0.233], [6.339, -5.205, -2.885], [7.897, -5.751, -2.262], [7.654, -4.050, -2.724], [3.852, -1.983, 0.353], [2.804, -1.845, -1.088], [4.467, -1.199, -1.142]],
  "mulliken_charge": [-0.897, 0.551, -0.715, -0.528, 0.293, -0.090, 0.079, -0.312, 0.308, -0.244, -0.649, -0.116, -0.257, -0.094, 0.242, 0.241, 0.254, 0.158, 0.087, 0.384, 0.357, 0.349, 0.279, 0.106, 0.181, -0.633, 1.268, -0.605, -0.296, -0.327, -0.979, -0.943, 0.319, 0.275, 0.292, 0.383, 0.261, 0.322, 0.344, 0.328, -0.646, 1.237, -0.623, -0.278, -0.204, -1.093, -0.919, 0.279, 0.168, 0.406, 0.336, 0.292, 0.340, 0.323, 0.353, -0.637, 1.166, -0.528, -0.276, -0.332, -0.973, -0.967, 0.321, 0.267, 0.289, 0.381, 0.261, 0.338, 0.376, 0.322, -0.638, 1.205, -0.596, -0.261, -0.444, -0.700, -0.938, 0.329, 0.254, 0.410, 0.228, 0.196, 0.314, 0.373, 0.306, -0.571, 1.186, -0.622, -0.282, -0.320, -0.997, -0.868, 0.305, 0.276, 0.304, 0.388, 0.259, 0.227, 0.326, 0.402]
}